209
Properties=species:S:1:pos:R:3:forces:R:3 method="wB97M-V/def2-TZVPD" molar_mass_g_mol=1128.7 homo_lumo_gap_ha=0.3279 smiles=COC[C@H](C)N.COCCNCCOC.COCCNCCOC.COCCNCCOC.COCCNCCOC.COCCNCCOC.COCCNCCOC.CC(C)O.CC(C)O.CC(C)O.CC(C)O homo_ev=-8.3402 relative_energy_kcal_mol=59.7
H 0.1360 18.9730 0.3084 -0.6 0.1 0.2
C -0.6648 19.7533 -1.6343 -1.0 0.8 1.3
O 0.5734 12.5780 -16.0729 0.6 0.4 1.1
C 6.1300 12.0771 -12.2316 -1.2 1.2 -0.6
H 10.7715 15.3990 -5.5775 -0.2 -1.1 -0.2
H -7.4370 15.0625 -6.2854 0.2 0.1 -0.1
C 8.3572 10.7275 -9.3971 -0.5 -0.8 0.3
H -0.9221 18.9120 -4.0655 -0.6 0.7 -1.0
O -0.1347 21.1110 0.3728 1.0 -1.0 1.1
H 0.2037 12.3065 -18.0446 0.2 0.6 0.0
O -0.5491 16.1471 -4.0679 -1.0 1.2 1.0
H -0.0224 18.0200 -2.3237 0.1 -0.6 0.1
H -0.1843 20.4629 -2.3078 0.1 -0.1 -0.7
H -1.8205 19.9531 -12.7829 -0.1 0.7 0.0
C -1.9101 19.1558 -13.5208 1.3 0.4 -0.3
H 0.0269 14.5990 -11.9754 -0.4 0.5 0.1
H -4.2719 14.3754 -8.6032 -0.4 -0.2 0.2
H 3.4616 14.2162 -9.2182 0.0 -0.1 -0.7
C -0.8846 12.9084 -4.6031 1.3 -0.4 -0.3
H 0.8305 10.9617 -17.2685 0.3 -0.5 0.1
H -0.9564 10.9223 -4.5462 -0.1 0.1 0.3
H -0.2902 13.3497 -8.8873 0.1 -0.3 0.2
C -3.4686 22.6678 -18.0963 -0.3 1.7 0.7
N 6.2701 13.6738 -5.4666 -1.7 -1.1 0.2
H 2.2647 17.9261 -11.9762 -0.5 0.6 0.1
H -7.2034 11.1734 -9.2572 -0.4 0.2 -0.1
H 4.6652 12.7109 -7.8326 -1.1 0.5 -0.7
H -2.4767 21.4543 -14.7676 -1.0 0.5 0.4
N -6.9880 14.4865 -5.5878 0.6 -1.2 -0.2
H 3.0465 17.6457 -9.5671 -0.1 0.2 0.3
H 7.4563 16.5826 -6.4792 0.4 0.3 0.0
H 1.0527 20.4025 2.0551 0.6 0.1 -0.8
H 10.2084 15.5031 -7.3082 -0.6 -0.9 0.0
H 5.8316 14.9017 -13.2180 0.5 -0.7 0.2
H 4.6729 11.4326 -3.4892 0.0 -0.5 0.1
C 4.9415 14.3063 -13.0151 -0.4 -0.2 -0.2
H -5.2854 13.4626 -6.6532 -0.8 0.3 -0.6
H 7.0726 13.6156 -4.8562 -0.1 -0.5 0.4
C 4.7302 18.6586 -7.4684 0.1 1.0 0.0
C 6.2216 15.0555 -5.8845 -1.6 -0.8 0.9
H 4.2314 15.0881 -12.7456 -0.5 -0.3 0.1
H -7.1758 12.1968 -7.7727 -0.1 -0.4 0.1
H -5.0208 13.8893 -5.0641 -0.4 -0.1 0.4
H -3.7376 20.1215 -14.9433 -0.1 0.4 0.2
C 0.1991 19.8570 -0.3262 -0.4 0.1 -0.6
H -2.4229 14.1818 -4.1089 -0.5 0.0 0.3
H -0.0888 12.4594 -2.6481 0.2 -0.5 -0.1
H 1.5830 9.5421 -8.9094 0.2 -0.2 -0.5
H -1.2460 17.7109 -12.1710 0.1 -0.2 0.3
H -2.4983 23.1457 -18.2310 0.8 0.1 1.2
H -9.3043 18.7592 -6.0305 -0.3 -0.8 -0.7
H -4.1484 23.5032 -17.9284 -0.3 0.1 -1.5
C -3.3499 10.2120 -8.7531 0.6 1.6 -1.2
C 0.1654 13.1248 -3.4732 -1.0 0.2 -0.1
O 8.6865 15.0971 -5.6636 1.7 0.6 -0.4
H 1.3935 13.7630 -13.9613 -0.1 0.6 -0.6
C 1.5006 10.5718 -8.5615 -0.9 -0.9 0.3
C 4.9487 13.1736 -11.9900 3.0 0.5 0.2
H 6.0348 11.0795 -4.6188 -0.1 0.0 -0.1
H -2.5440 18.9358 -3.2623 -0.2 -0.3 -0.5
H 1.1523 11.2085 -9.3747 0.1 0.2 -0.2
C 6.6478 11.3503 -1.8890 -1.4 -0.4 0.4
C -5.5655 14.2389 -5.9412 0.3 2.5 0.6
C 0.9539 12.0443 -17.2986 -1.0 -1.2 -0.6
C 5.0273 13.0416 -4.7952 2.5 -0.1 -0.2
H 8.6123 9.8577 -10.0025 -0.2 -0.7 0.6
H 4.6028 13.8033 -13.9209 0.0 0.5 -0.4
C 3.7731 10.9845 -8.8840 0.7 0.1 2.3
H 0.7148 10.4972 -7.8097 0.1 0.5 0.2
H -2.5339 16.4399 -3.3955 0.7 -0.5 1.2
O 6.5093 12.2535 -2.9730 0.7 -0.1 -0.8
C 5.5639 11.8257 -3.9789 -0.5 1.4 0.7
H -7.4388 14.3628 -3.5753 0.6 0.1 0.5
H 0.8038 10.9391 -14.8513 0.2 -0.3 0.0
H 1.2140 19.8240 -0.7223 0.5 0.6 0.5
H -2.9227 9.0315 -10.3049 0.0 -0.1 -0.5
C -1.6041 18.3983 -3.3879 0.4 -0.5 -2.3
H 0.1398 13.2099 -10.9450 -0.1 -0.5 -0.2
C -3.9688 14.5123 -12.3842 -0.2 -0.3 -0.8
C -6.6868 11.9686 -8.7198 0.7 -0.5 0.5
N -2.4658 9.7946 -9.8264 0.2 -0.3 -1.0
H -8.8495 18.6606 -4.4543 -0.2 -0.2 0.7
H 5.4805 13.1017 -10.0770 0.4 -0.6 0.3
C 9.4305 12.0782 -7.7590 -0.6 -0.3 1.3
C -2.8659 20.9050 -16.6962 -1.1 0.0 -1.6
C -1.9324 13.6423 -11.4974 1.3 2.9 0.3
H 4.2792 12.6444 -5.4813 0.5 -0.1 -0.7
C 4.0725 17.2778 -9.5588 0.1 1.4 0.6
H 0.7670 16.9082 -11.8108 0.0 0.3 0.8
H -3.4830 15.7834 -9.1718 0.5 0.1 0.3
H -3.9447 15.7118 -5.6536 0.2 -0.5 0.6
H -0.7160 13.5746 -5.4492 0.4 0.1 0.0
H -6.7174 12.9234 -9.2447 0.4 -0.1 -0.6
C 1.2577 11.9217 -14.9800 -0.9 0.7 0.3
H 5.4836 20.2192 -9.3405 0.1 0.1 0.1
H -1.6290 9.3681 -9.4550 0.2 0.1 0.2
H -0.9177 13.0030 -13.7542 -0.2 0.4 0.2
C 7.5300 15.4998 -6.3783 1.6 0.5 -1.8
H -4.4460 13.5341 -12.4429 -0.4 -0.1 0.4
H 6.6860 10.2868 -2.1247 -0.3 -0.1 -0.8
H -0.8530 17.3571 -13.8391 0.3 -0.2 -0.2
H 1.9653 12.2379 -17.6560 0.2 0.5 0.3
H 1.1855 12.9504 -3.8154 -0.1 -0.1 -0.1
O -0.7130 11.6079 -5.1725 0.4 -0.2 -0.4
H 0.7299 22.1418 2.1308 0.3 0.3 -1.2
H 5.7351 11.5318 -1.3214 0.0 -0.5 0.7
H 6.8395 9.9195 -7.8668 0.4 0.1 0.2
C 1.5832 14.2893 -8.2550 -0.8 -0.4 -1.6
C -9.3132 18.0344 -5.2165 1.3 -0.2 0.2
H -2.9117 18.7461 -13.3903 0.1 -0.3 -0.1
H 7.0489 12.3866 -11.7337 -0.5 -0.1 0.9
H -4.2664 15.0649 -11.4931 0.3 -0.1 0.4
H -2.4486 12.7752 -11.0855 0.3 -0.5 -0.6
C -4.8997 15.6698 -6.1774 1.9 -0.9 0.0
H -3.2844 11.6602 -7.1946 0.3 0.1 0.3
O -3.7391 22.0189 -16.8687 1.2 -0.2 -0.4
C -2.5560 11.2387 -7.8874 -0.9 -0.7 0.5
N 6.1963 11.8322 -8.6393 0.0 -0.8 1.5
O 2.6866 10.9701 -7.9657 0.0 0.8 -0.2
C 9.9529 15.6362 -6.2570 -1.0 0.9 1.9
H -5.4681 16.4571 -5.6823 -0.4 -0.1 -0.5
H -4.3291 15.0904 -13.2352 0.1 0.0 -0.1
H 0.1003 14.0999 -2.9905 0.0 0.3 -0.5
H -0.3214 16.6129 -6.0194 0.1 0.3 -0.4
H -7.8525 16.8847 -3.4793 -0.4 0.5 0.2
H 4.2629 17.0480 -10.6071 0.6 -0.1 0.2
H 10.0068 16.7163 -6.1209 -0.8 0.4 -0.2
N -0.9386 18.4172 -2.1723 2.2 -0.1 3.5
H -0.8075 19.8540 -15.1433 0.0 0.3 0.2
H -1.7211 10.7962 -7.3441 -0.4 -0.5 0.3
H 3.8802 19.3249 -7.3213 -0.3 -0.2 -0.2
H 3.9639 9.9325 -9.0961 0.5 -0.1 -0.4
C -0.3998 13.6109 -11.8030 -1.1 -1.8 -2.3
C 0.2721 16.6336 -5.1054 -0.1 -0.5 -0.6
O 9.4278 10.8796 -8.4845 -0.2 -0.2 -0.7
H 4.3883 13.7142 -4.2229 0.6 0.4 0.7
H 5.5842 19.2344 -7.1118 0.1 -0.1 0.4
H -4.5040 11.5722 -10.2470 1.4 0.6 0.2
O 0.4407 18.6767 -12.8590 0.3 -0.2 0.3
H -3.6329 9.2807 -8.2624 -0.5 0.6 1.0
C -2.7953 20.5495 -15.2853 1.7 -0.3 2.0
C 0.0027 14.3302 -8.5121 2.0 -0.7 0.0
N -1.7502 19.5708 -14.9171 -1.0 -0.8 -0.2
C 2.4301 14.2076 -9.5704 -1.2 -0.7 1.0
C 1.1036 12.7457 -13.6982 -0.6 1.5 0.5
H 1.5551 16.9792 -13.2754 0.3 0.1 -0.5
O 2.0536 15.4354 -7.6255 -0.4 1.9 1.2
H -0.2416 14.9841 -9.3493 0.0 0.6 0.5
H 2.2029 15.0404 -10.2358 0.1 0.4 0.3
H 7.6857 15.0852 -7.3742 -0.3 0.1 -0.5
H 1.8877 12.5920 -12.9569 -0.1 -1.1 0.2
H 2.3173 11.8673 -15.2298 0.1 -0.2 0.1
C 4.8936 11.6599 -8.0098 -1.5 1.5 -1.3
H 3.9408 12.7674 -12.0752 0.0 -0.6 0.5
O 5.0743 19.4765 -9.7904 -0.9 0.6 0.0
O -4.5094 16.1409 -7.4633 -0.2 -1.0 -1.0
H 1.8422 13.5156 -7.5322 -0.4 -0.9 -0.5
H -0.3825 20.9988 2.5532 -1.2 -0.2 -0.6
H 5.7663 11.0807 -11.9807 0.4 0.0 0.3
C 5.0250 18.3669 -8.9179 0.0 -2.0 -1.4
H 2.2240 13.3338 -10.1886 0.2 -0.3 0.3
H 4.8120 11.4557 -6.9422 0.6 -1.8 -0.1
O -2.5948 14.3206 -12.5787 0.7 -0.6 0.1
O -5.3779 11.4869 -8.3925 -0.1 0.4 0.4
C -2.2933 13.1017 -4.1777 -0.1 0.3 0.8
H -2.3082 16.8723 -4.8774 0.6 1.0 -0.9
O 5.2253 13.7730 -10.7140 -0.8 0.3 -0.7
H -2.0400 12.0706 -8.3667 -0.6 -0.1 -0.9
H 0.6594 17.6394 -4.9432 0.0 0.1 0.1
H 4.5994 17.7745 -6.8443 0.1 -0.1 -0.2
H 9.8116 11.7722 -6.7848 0.3 0.5 0.1
H -3.3997 20.1297 -17.2457 0.9 -0.6 -0.4
H 1.1115 15.9545 -5.2551 -0.1 0.0 0.2
H 6.6155 12.3358 -7.8708 0.8 0.6 -0.2
H -6.1533 15.6065 -4.0090 -0.1 -0.1 0.4
C -8.2347 16.2200 -4.2540 0.8 -0.6 0.7
H 2.8982 15.7057 -7.9932 -0.2 -0.1 0.0
H -3.4391 22.1407 -19.0499 -1.4 -0.8 0.1
N -0.2374 12.7727 -13.0441 1.3 -0.8 0.3
H 5.8230 15.7114 -5.1106 0.1 0.2 0.5
O -8.4438 16.8983 -5.4551 -0.1 1.2 -0.7
H -10.3003 17.6879 -4.9104 -0.1 0.2 -0.1
H 7.5053 11.4060 -1.2184 0.3 1.3 -0.5
H 4.0792 16.3818 -8.9382 0.5 0.0 -0.4
C -7.0957 15.1266 -4.2731 -1.8 0.3 -1.5
H 8.4174 12.4263 -7.5575 0.0 0.1 0.0
C -1.7470 16.9548 -3.9466 -1.1 -0.4 0.1
H 6.5449 12.0533 -13.2393 -0.8 -0.1 -0.6
H 8.4412 11.4507 -10.2083 -0.7 0.9 0.4
H -3.0128 12.6508 -4.8610 0.1 0.1 -0.1
H 6.3204 10.0680 -9.5488 0.1 -0.6 0.0
H -1.8912 21.1840 -17.0967 0.2 -0.4 -0.2
C -3.6970 15.2336 -8.2552 -1.5 0.4 -0.1
H -5.2603 10.1907 -9.9661 0.0 -1.2 0.4
H 5.5018 15.1561 -6.6969 0.0 0.1 -0.3
H -1.6323 20.1990 -1.4030 -0.1 0.1 0.1
C -4.6074 10.8708 -9.4191 -1.0 0.2 0.5
C 6.8850 10.5532 -8.7525 1.6 0.6 -2.5
H 6.0435 17.9838 -8.9817 0.1 -0.7 0.4
C -0.8600 18.1499 -13.0911 -0.6 -0.6 0.0
H -0.5543 14.4837 -7.5878 0.1 0.4 -0.2
C 1.3200 17.6190 -12.4248 -0.9 -0.5 -1.0
C 0.3510 21.1860 1.7690 -0.4 -0.9 0.0
H -2.8178 14.7840 -7.7940 0.2 0.6 0.5
H -2.3745 12.6353 -3.1959 -0.5 0.1 0.2
H 3.5408 11.5139 -9.8080 0.1 0.2 0.0
H -9.2162 15.8596 -3.9461 0.1 -0.6 0.4
H 9.9965 12.9262 -8.1443 0.3 -0.2 -0.5
H -1.9258 14.4038 -10.7175 -0.4 -0.1 0.8